# 1
{"formula": "C4H6ClNO", "method": "ωB97M-V with the def2-TZVPD basis set", "e_homo_ha": [-0.30721, -0.30722], "total_energy_ha": -746.0610, "fmax_ev_per_a": 5.35, "de_lowest_kcal_mol": 104.3, "symbols": ["C", "C", "C", "C", "N", "O", "Cl", "H", "H", "H", "H", "H", "H"], "xyz": [[-1.14647, 0.92424, -0.90991], [-1.14498, 2.56773, 0.95064], [1.14858, -0.68780, 0.14277], [0.99044, -2.02743, -0.55944], [-1.10834, 1.57892, 0.12388], [0.46471, -0.48240, 1.09616], [-1.98536, -0.58975, -1.06637], [-0.50615, 2.64563, 1.78296], [-1.76704, 3.44349, 0.81160], [1.98928, -0.18063, -0.06883], [0.07880, -2.59223, -0.27735], [1.95605, -2.62806, -0.29196], [1.03048, -1.97171, -1.73414]], "forces_ev_per_angstrom": [[0.62, -0.45, -0.68], [-0.35, -0.81, -1.42], [-2.53, -4.69, 0.54], [1.50, -0.93, -2.31], [-0.96, 1.77, 1.20], [-0.60, 1.17, 1.19], [-0.24, 0.63, 0.34], [1.01, -0.50, 0.74], [-0.48, -0.37, -0.41], [3.08, 2.63, -1.10], [0.70, 0.55, 0.07], [-1.67, 0.88, -0.33], [-0.09, 0.12, 2.17]], "nbo_charge": [0.10, -0.15, 0.44, -0.73, -0.33, -0.53, 0.00, 0.20, 0.19, 0.11, 0.24, 0.23, 0.23]}



# 2
{"formula": "C42H36CeClN2P2", "method": "ωB97M-V with the def2-TZVPD basis set", "e_homo_ha": [-0.50142, -0.50125], "total_energy_ha": -3349.1335, "total_charge": 2, "spin_multiplicity": 2, "fmax_ev_per_a": 2.74, "de_lowest_kcal_mol": 0.0, "symbols": ["Ce", "Cl", "P", "P", "C", "C", "C", "C", "C", "C", "C", "C", "C", "C", "C", "H", "H", "H", "H", "H", "C", "C", "C", "C", "C", "H", "H", "H", "H", "H", "C", "C", "C", "C", "C", "H", "H", "H", "H", "H", "C", "C", "C", "C", "C", "H", "H", "H", "H", "H", "C", "C", "C", "C", "C", "H", "H", "H", "H", "H", "C", "C", "C", "C", "C", "H", "H", "H", "H", "H", "H", "H", "N", "C", "C", "C", "C", "N", "C", "C", "H", "H", "H", "H"], "xyz": [[1.10093, 0.05768, -0.37571], [-0.09790, -0.27472, -2.64763], [-0.08556, 2.76468, -0.14873], [-0.03893, -2.76895, 0.01751], [0.01916, 3.66727, 1.41999], [-1.57390, 3.42388, -0.94302], [1.34172, 3.30419, -1.15301], [1.53056, -3.58330, -0.45189], [-0.55691, -3.60236, 1.54349], [-1.25245, -3.25949, -1.24496], [1.13760, 4.43307, 1.78678], [1.24394, 4.92727, 3.08665], [0.23399, 4.67127, 4.02019], [-0.90209, 3.94385, 3.64671], [-1.01631, 3.45643, 2.34910], [1.91605, 4.63771, 1.05282], [2.12420, 5.50400, 3.37561], [0.33440, 5.03783, 5.04218], [-1.69877, 3.75404, 4.36936], [-1.90640, 2.90170, 2.05079], [2.59511, 2.71311, -0.86998], [3.70858, 3.04792, -1.65275], [3.57963, 3.95851, -2.70168], [2.33464, 4.53047, -2.99272], [1.21557, 4.20648, -2.22539], [2.74391, 2.04970, 0.00896], [4.67057, 2.58107, -1.43008], [4.44715, 4.22709, -3.30517], [2.23182, 5.23051, -3.82355], [0.24052, 4.64637, -2.44381], [-2.11587, 4.68962, -0.67484], [-3.31551, 5.07012, -1.28439], [-3.98131, 4.19062, -2.14327], [-3.43233, 2.93328, -2.42657], [-2.22716, 2.56082, -1.84569], [-1.60196, 5.35979, 0.01465], [-3.72962, 6.05630, -1.07165], [-4.92799, 4.48844, -2.59269], [-3.94127, 2.24561, -3.10182], [-1.76998, 1.59724, -2.08102], [-1.80923, -4.23064, 1.67210], [-2.26248, -4.63675, 2.92669], [-1.46321, -4.43821, 4.05649], [-0.18948, -3.87087, 3.92678], [0.27159, -3.47196, 2.67580], [-2.42435, -4.39622, 0.78823], [-3.24587, -5.09854, 3.02118], [-1.83230, -4.73024, 5.04030], [0.44362, -3.73144, 4.80676], [1.27125, -3.04698, 2.57477], [2.43145, -2.82463, -1.22519], [3.71084, -3.31450, -1.48016], [4.06927, -4.59084, -1.04258], [3.15466, -5.37607, -0.33197], [1.88912, -4.87096, -0.02255], [2.12356, -1.88034, -1.71830], [4.41078, -2.68996, -2.03631], [5.06101, -4.98425, -1.26112], [3.42344, -6.38277, -0.01074], [1.17457, -5.46132, 0.55158], [-1.05765, -4.31930, -2.14255], [-1.99395, -4.55371, -3.15321], [-3.11054, -3.72256, -3.28938], [-3.29117, -2.64378, -2.41301], [-2.38522, -2.43046, -1.37928], [-0.17254, -4.94876, -2.04652], [-1.83749, -5.38711, -3.84106], [-3.83548, -3.91215, -4.08234], [-4.13658, -1.96391, -2.53497], [-2.52958, -1.59811, -0.68831], [3.27441, -0.06621, -3.44244], [2.56329, -0.06944, -3.71294], [-0.02520, -0.01120, 7.16269], [-0.03268, 0.03068, 5.99256], [-0.04597, 0.06249, 4.55131], [-1.22845, -0.17892, 3.84301], [-1.20965, -0.18973, 2.46029], [-0.06066, 0.04476, 1.75896], [1.08790, 0.28941, 2.44906], [1.12288, 0.30190, 3.83643], [-2.15145, -0.38200, 4.38634], [-2.10427, -0.42601, 1.87996], [2.03015, 0.49204, 1.89878], [2.06653, 0.49194, 4.34951]], "forces_ev_per_angstrom": [[-1.05, -0.48, -1.57], [0.47, 0.20, 0.71], [-0.22, 0.91, -0.28], [0.01, -0.78, -0.64], [0.27, 0.05, 0.54], [-0.48, -0.41, -0.48], [0.12, -0.02, 0.03], [0.03, 0.06, -0.04], [-0.10, -0.02, 0.61], [-0.41, 0.29, -0.34], [-0.26, -0.28, -0.02], [-0.16, -0.03, 0.15], [0.11, -0.07, -0.14], [0.08, 0.11, -0.01], [0.32, -0.12, -0.02], [-0.11, -0.04, 0.22], [-0.31, -0.12, -0.09], [-0.05, -0.07, -0.29], [0.24, 0.13, -0.22], [0.14, 0.08, 0.07], [-0.13, 0.31, -0.61], [0.04, -0.25, 0.20], [-0.19, -0.02, 0.00], [0.03, -0.13, 0.17], [0.23, -0.33, 0.23], [0.03, 0.53, -0.20], [-0.22, 0.27, -0.12], [-0.22, -0.14, 0.20], [0.08, -0.20, 0.27], [0.31, -0.14, 0.05], [0.04, -0.23, -0.02], [0.18, -0.12, 0.06], [0.23, -0.11, 0.09], [-0.07, 0.29, -0.03], [0.12, 0.12, 0.29], [-0.21, -0.09, -0.15], [0.09, -0.30, -0.09], [0.24, -0.09, 0.10], [0.12, 0.23, 0.15], [-0.30, 0.26, 0.06], [0.31, 0.29, -0.10], [0.23, 0.03, 0.17], [-0.04, 0.06, -0.15], [-0.01, -0.07, 0.01], [-0.48, 0.11, -0.06], [0.09, 0.13, 0.22], [0.31, 0.09, -0.01], [0.13, 0.05, -0.28], [-0.21, -0.14, -0.27], [-0.17, -0.02, 0.04], [0.09, -0.18, 0.32], [-0.01, 0.06, -0.16], [-0.13, -0.01, 0.12], [-0.12, 0.19, -0.09], [0.18, 0.39, -0.14], [0.14, -0.60, 0.12], [-0.11, -0.32, 0.05], [-0.23, 0.13, 0.05], [-0.03, 0.29, -0.11], [0.24, 0.12, -0.10], [-0.10, 0.29, 0.23], [-0.06, 0.06, 0.09], [0.25, 0.06, 0.17], [-0.05, -0.19, 0.08], [0.33, -0.34, -0.26], [-0.24, 0.11, -0.11], [-0.10, 0.28, 0.21], [0.24, 0.10, 0.22], [0.20, -0.30, 0.04], [0.00, -0.10, -0.19], [-0.44, 0.01, -0.18], [0.50, 0.00, 0.25], [-0.01, 0.11, -2.74], [0.00, -0.07, 2.45], [-0.20, -0.07, -0.30], [-0.13, -0.07, 0.25], [1.01, 0.05, -0.61], [0.42, 0.06, 1.25], [-1.39, -0.18, 0.57], [0.77, 0.16, -0.09], [0.22, 0.06, -0.23], [0.33, 0.16, 0.13], [-0.46, -0.05, 0.41], [-0.31, -0.05, -0.10]], "lowdin_spin": [1.02, -0.01, 0.00, 0.00, 0.00, 0.00, 0.00, 0.00, 0.00, 0.00, 0.00, 0.00, 0.00, 0.00, 0.00, 0.00, 0.00, 0.00, 0.00, 0.00, 0.00, 0.00, 0.00, 0.00, 0.00, 0.00, 0.00, 0.00, 0.00, 0.00, 0.00, 0.00, 0.00, 0.00, 0.00, 0.00, 0.00, 0.00, 0.00, 0.00, 0.00, 0.00, 0.00, 0.00, 0.00, 0.00, 0.00, 0.00, 0.00, 0.00, 0.00, 0.00, 0.00, 0.00, 0.00, 0.00, 0.00, 0.00, 0.00, 0.00, 0.00, 0.00, 0.00, 0.00, 0.00, 0.00, 0.00, 0.00, 0.00, 0.00, 0.00, 0.00, 0.00, 0.00, 0.00, 0.00, 0.00, 0.00, 0.00, 0.00, 0.00, 0.00, 0.00, 0.00]}



- What is the formula in the second record?
  C42H36CeClN2P2